97
Properties=species:S:1:pos:R:3:forces:R:3:lowdin_spin:R:1 method="wB97M-V/def2-TZVPD" charge=+1 homo_lumo_gap_ev="3.4 / 3.7" s_squared=3.755 spin_multiplicity=4
Cu -11.510 5.530 -10.581 0.49 0.26 0.02 1.361
Cu -5.291 3.771 -9.425 -2.48 0.09 -0.08 0.736
S -8.054 5.070 -10.897 -1.56 3.07 -3.54 0.021
O -9.448 5.125 -10.535 -0.96 -0.56 1.30 0.142
O -7.298 4.420 -9.834 2.90 -1.52 2.49 0.112
O -7.928 4.347 -12.148 0.56 -0.76 -0.51 0.008
O -7.583 6.470 -11.064 0.40 -1.19 0.95 0.004
C -10.279 5.197 -16.394 -0.42 -0.85 -1.66 0.000
C -9.401 5.048 -15.188 0.30 0.51 -0.78 0.001
O -9.414 3.774 -14.588 -1.14 -0.67 0.25 0.002
O -11.667 5.327 -16.125 0.22 0.13 1.36 0.001
H -10.062 4.351 -17.047 -0.28 -0.55 0.02 0.000
H -9.925 6.015 -17.021 0.09 0.59 0.42 0.000
H -9.649 5.864 -14.510 0.27 -0.05 0.43 0.001
H -8.383 5.070 -15.575 0.19 1.16 -0.16 0.000
H -8.782 3.852 -13.870 0.06 -0.20 0.57 0.000
H -12.293 5.142 -16.829 0.65 -0.13 -0.37 0.000
C -11.909 2.390 -11.044 -1.67 -2.00 2.85 0.009
C -10.921 2.736 -12.102 -0.25 0.34 1.92 0.009
O -11.186 4.076 -12.477 -0.05 -1.02 -0.55 0.123
O -11.916 3.199 -9.794 1.27 0.56 -1.83 0.041
H -11.780 1.378 -10.663 0.81 -0.37 -0.30 0.001
H -12.959 2.293 -11.322 0.03 0.79 -0.94 0.001
H -11.002 2.004 -12.905 -0.25 0.20 -0.21 0.001
H -9.909 2.658 -11.704 0.21 0.00 0.08 0.001
H -10.952 3.956 -13.400 0.17 1.44 -1.02 0.004
H -12.411 2.770 -9.092 -0.12 -0.17 -0.24 0.003
C -11.614 6.334 -7.438 0.04 0.43 -0.78 0.010
C -13.075 6.330 -7.955 0.63 0.94 2.91 0.018
O -13.254 5.463 -9.001 0.07 -0.80 -1.24 0.129
O -10.813 6.518 -8.634 -1.01 -0.68 0.61 0.104
H -11.314 5.479 -6.833 -0.12 -0.75 -0.67 0.001
H -11.381 7.133 -6.734 -0.62 0.56 -0.24 0.002
H -13.354 7.363 -8.164 -0.02 0.06 -0.37 0.004
H -13.745 5.948 -7.184 0.16 0.48 0.68 0.003
H -14.193 5.264 -8.998 -0.11 -0.27 -0.63 0.008
H -10.011 7.018 -8.462 0.66 0.09 -0.05 0.003
C -3.889 6.263 -14.484 -1.32 2.06 0.79 0.000
C -5.368 6.022 -14.511 -2.05 -1.27 0.13 0.000
O -5.786 5.423 -13.276 1.25 -0.27 -0.05 0.000
O -3.730 7.296 -15.471 0.82 -0.85 -0.26 0.000
H -3.323 5.332 -14.518 0.30 0.15 -0.73 0.000
H -3.714 6.748 -13.524 0.24 -0.28 0.35 0.000
H -5.666 5.386 -15.345 0.38 -0.61 -0.25 0.000
H -6.028 6.867 -14.707 0.83 0.80 0.28 0.000
H -6.718 5.194 -13.239 -0.21 0.27 -0.22 0.000
H -2.949 7.807 -15.243 0.10 0.00 -0.13 0.000
C -6.767 9.004 -13.074 -0.12 -1.13 0.93 0.000
C -8.180 8.332 -13.312 2.40 1.15 -1.84 0.000
O -8.972 8.353 -12.210 -1.22 0.69 0.76 0.013
O -5.982 8.362 -12.045 0.02 0.35 -0.09 0.000
H -6.891 10.019 -12.696 -0.40 0.23 -0.50 0.000
H -6.117 8.985 -13.949 -0.40 0.20 -0.36 0.000
H -8.132 7.346 -13.774 0.57 -0.48 0.29 0.000
H -8.563 8.912 -14.152 -0.68 0.42 0.25 0.000
H -8.637 7.657 -11.640 -0.16 -0.26 0.26 0.001
H -6.522 7.676 -11.645 0.17 -0.34 -0.06 0.000
C -6.408 0.683 -9.674 -0.49 -0.67 0.74 0.003
C -7.875 1.032 -9.528 0.41 1.52 -0.08 0.000
O -7.948 2.189 -8.644 0.01 -1.76 0.40 0.001
O -5.766 1.695 -10.369 1.72 3.20 0.19 0.030
H -6.177 -0.189 -10.287 -0.50 -0.64 0.70 0.002
H -5.957 0.683 -8.682 -0.02 -0.72 0.06 0.000
H -8.458 0.187 -9.161 -0.11 0.22 0.11 0.000
H -8.190 1.379 -10.512 -0.41 -0.44 -0.15 0.000
H -8.125 3.000 -9.126 -0.11 -0.08 -0.33 0.000
H -5.473 1.384 -11.229 -0.15 0.61 -0.71 0.001
C -5.699 5.429 -7.142 -1.75 -1.10 -0.20 0.003
C -5.457 4.080 -6.483 3.16 0.85 2.10 0.000
O -5.316 2.907 -7.307 -0.81 1.42 -0.58 0.007
O -4.933 5.640 -8.331 0.31 -3.01 0.24 0.062
H -5.529 6.283 -6.487 0.13 -0.49 0.39 0.002
H -6.753 5.429 -7.423 -0.20 0.43 -0.17 0.001
H -5.945 3.967 -5.515 -1.76 -0.32 -0.74 0.000
H -4.500 4.131 -5.964 0.95 0.45 -0.52 0.000
H -5.335 2.183 -6.676 -0.02 -0.56 -0.47 0.000
H -4.990 6.592 -8.438 0.18 1.66 -1.44 0.001
C -6.196 8.794 -7.593 0.75 2.15 -3.29 0.000
C -7.524 8.784 -8.416 2.36 0.52 0.74 0.000
O -8.010 7.484 -8.590 -1.27 0.34 1.74 0.003
O -5.099 8.392 -8.525 -0.23 -1.88 2.00 0.001
H -6.172 8.403 -6.576 0.12 -0.93 -0.53 0.000
H -5.920 9.840 -7.457 -0.52 0.33 0.40 0.000
H -7.359 9.235 -9.394 0.45 0.00 -0.12 0.000
H -8.021 9.602 -7.893 -1.82 -0.85 0.27 0.000
H -7.807 7.166 -9.473 0.20 -0.02 -0.88 0.000
H -5.021 9.013 -9.252 -0.33 0.10 -0.12 0.000
C -4.937 1.806 -14.874 -0.89 0.24 -0.48 0.000
C -6.330 1.638 -14.262 -0.73 0.12 0.94 0.000
O -6.420 2.203 -12.963 0.59 -0.77 1.25 0.001
O -4.096 0.675 -14.743 -0.16 0.19 0.49 0.000
H -4.517 2.675 -14.368 0.39 -0.19 -0.02 0.000
H -5.041 2.049 -15.931 0.01 0.13 -0.18 0.000
H -6.609 0.615 -14.006 0.53 -0.53 -0.65 0.000
H -7.191 1.977 -14.837 0.35 0.40 -0.58 0.000
H -6.648 3.126 -12.830 -0.15 0.37 -0.65 0.000
H -4.632 -0.063 -15.044 0.21 -0.30 -0.08 0.000

=====

47
Properties=species:S:1:pos:R:3:forces:R:3:lowdin_charge:R:1 method="wB97M-V/def2-TZVPD" e_above_lowest_kcal_mol=420.5 homo_lumo_gap_ev=7.5
C -2.786 0.707 7.186 -1.83 4.62 2.03 -0.091
O -3.395 1.206 5.932 4.35 -1.85 -1.62 -0.126
C -2.409 1.054 4.834 1.62 0.97 -1.45 -0.095
C -0.962 0.727 4.901 -8.06 3.68 -8.85 0.011
C -0.271 0.387 3.673 0.85 0.73 1.69 -0.037
C -0.761 0.622 2.473 -5.57 3.42 -2.12 -0.150
N -0.094 0.536 1.251 6.21 5.41 9.11 0.052
C -0.456 -0.036 0.285 -6.00 -8.62 -13.33 -0.639
S -1.857 -1.327 0.162 1.95 2.25 1.54 0.466
N 0.161 0.105 -0.981 -1.51 2.66 3.38 -0.129
C -0.185 -0.660 -2.090 3.37 -9.98 10.24 -0.137
C 1.256 -1.515 -2.287 -8.95 -8.70 0.13 -0.225
N 2.368 -0.932 -2.457 4.59 7.34 4.64 -0.015
C 3.044 -0.588 -3.512 0.68 0.05 -1.64 -0.486
O 3.916 0.230 -3.550 2.03 2.94 0.86 0.087
C 2.904 -1.218 -4.772 -5.09 -5.87 8.59 -0.097
C 3.552 -1.170 -5.797 7.13 5.68 -9.26 -0.134
C 3.495 -2.304 -6.540 -4.57 -5.26 -5.40 -0.056
C 2.484 -3.165 -5.889 5.89 1.23 0.30 -0.081
O 2.531 -2.768 -4.635 -2.65 3.65 0.38 -0.024
C 2.467 0.175 -1.242 6.84 -2.19 0.69 -0.066
C 1.319 1.044 -1.157 -4.03 -0.67 -3.82 -0.153
C -2.234 1.409 2.322 1.12 -2.62 -0.99 -0.071
O -2.803 1.647 1.025 6.99 -0.71 2.00 -0.145
C -4.045 2.120 0.858 0.01 2.11 10.10 -0.101
C -2.955 1.462 3.470 1.32 -0.74 3.29 0.031
H -1.966 1.420 7.553 -0.65 -0.98 -1.06 0.103
H -3.607 1.016 7.967 1.33 -1.33 -1.42 0.119
H -2.440 -0.290 7.282 -0.15 -1.06 -0.59 0.068
H -0.642 0.302 5.631 3.99 -4.31 9.14 -0.024
H 0.785 0.043 3.735 -0.91 -0.03 0.12 0.137
H 0.907 0.860 1.291 -1.36 -0.09 -0.10 0.194
H -0.937 -1.490 -1.944 0.78 1.67 0.01 0.057
H -0.161 -0.281 -2.879 -0.84 7.05 -11.97 -0.004
H 1.111 -2.289 -3.106 -0.23 1.23 0.46 0.138
H 1.284 -2.328 -1.446 -0.03 1.73 -0.54 0.159
H 4.187 -0.197 -6.185 -1.86 -2.64 1.32 0.213
H 3.525 -2.466 -7.714 0.72 0.88 2.64 0.136
H 2.250 -4.214 -5.933 -0.34 -0.18 -0.85 0.118
H 3.512 0.853 -1.407 -2.87 -2.30 0.38 0.175
H 2.644 -0.634 -0.266 -0.72 2.73 -2.58 0.194
H 1.116 1.727 -0.416 1.02 1.67 2.12 0.079
H 1.104 1.761 -2.134 0.78 -2.14 1.99 0.201
H -4.527 1.381 1.400 -2.95 -1.34 0.31 0.075
H -4.238 2.213 -0.058 -1.72 0.87 -7.28 0.025
H -4.239 3.084 1.555 0.37 -1.45 -1.96 0.152
H -3.951 1.780 3.610 -1.06 0.48 -0.64 0.094

=====

7
Properties=species:S:1:pos:R:3:forces:R:3:lowdin_charge:R:1 method="wB97M-V/def2-TZVPD" e_above_lowest_kcal_mol=130.2 homo_lumo_gap_ev=9.5
C 1.467 -0.939 -0.296 -2.25 0.39 1.59 -0.217
C -1.413 1.430 -0.009 -1.88 -3.02 -1.16 0.151
C 1.214 -0.384 0.763 1.30 -0.39 -1.39 0.122
F 0.856 -1.624 -1.172 0.52 -0.99 -2.06 0.097
F -2.260 0.326 0.178 1.14 1.79 0.81 -0.159
H 1.498 0.018 1.656 0.35 1.03 1.84 0.004
H -1.362 1.172 -1.119 0.82 1.19 0.38 0.002

=====

20
Properties=species:S:1:pos:R:3:forces:R:3:lowdin_charge:R:1 method="wB97M-V/def2-TZVPD" charge=+1 e_above_lowest_kcal_mol=45.1 homo_lumo_gap_ev=8.3
C -3.302 -0.196 -0.342 0.33 -0.03 1.24 -0.061
N -2.066 -0.150 0.451 0.47 0.65 -0.40 -0.065
C -0.948 0.458 -0.016 -0.18 0.08 0.67 -0.166
C 0.172 0.743 0.695 -0.06 0.54 -0.27 -0.157
C 1.456 1.127 0.015 0.56 0.24 -0.10 -0.202
C 2.128 -0.081 -0.645 0.12 0.34 -0.69 -0.159
N 2.050 -1.260 0.261 -0.31 -0.42 -0.03 0.176
H -3.925 -0.937 0.156 -0.16 -0.16 -0.45 0.087
H -3.843 0.747 -0.310 0.03 0.13 -0.22 0.085
H -3.039 -0.484 -1.354 -0.23 -0.06 -0.09 0.086
H -2.076 -0.283 1.450 -0.43 -0.14 -0.04 0.137
H -1.017 0.794 -1.039 0.17 -0.50 -0.55 0.135
H 0.143 0.941 1.759 -0.15 -0.64 0.18 0.105
H 2.145 1.575 0.733 0.00 -0.10 0.13 0.115
H 1.393 1.883 -0.773 -0.35 -0.02 -0.02 0.125
H 1.614 -0.332 -1.572 -0.23 -0.25 0.17 0.131
H 3.168 0.057 -0.939 0.05 0.14 0.32 0.133
H 1.081 -1.328 0.596 -0.28 0.39 0.12 0.142
H 2.630 -1.131 1.091 0.18 -0.23 -0.12 0.178
H 2.237 -2.142 -0.218 0.47 0.06 0.15 0.174